1.
Computed, not measured: a structure of composition C27H44BrN3OP2Pt in a non-equilibrium geometry, with ωB97M-V/def2-TZVPD.

Last column: Mulliken charge in e.
Cartesian coordinates (Å):
O1 -0.1475 3.4401 2.2158  -0.68
C1 8.1116 -2.9604 -0.7739  -0.42
H1 -2.5037 -1.4613 -0.7023  -0.95
P1 -2.6056 -0.9538 -3.0203  0.19
C2 0.6367 1.7087 -1.2661  0.90
C3 0.1463 4.5799 1.8500  0.72
C4 1.3781 5.2779 3.8666  -0.83
H2 4.9906 -4.8064 -2.0722  0.44
H3 -5.2094 1.0827 2.5999  0.44
H4 0.6615 2.0292 0.8085  0.51
H5 2.3998 5.6562 3.9153  0.33
H6 -3.3890 1.3655 0.9887  0.61
H7 0.5299 -2.6461 -3.8950  0.37
H8 -3.4886 1.8807 -5.3021  0.41
H9 2.8007 -0.1935 -3.1452  0.58
Br1 -0.9526 2.6959 -1.3438  0.16
C5 6.8705 -2.3116 -0.5819  -0.25
C6 -3.2055 0.9532 1.9832  -0.86
C7 5.6558 -2.9190 -1.0314  0.37
C8 -0.6529 -2.4375 2.8505  -1.48
H10 -1.2517 0.3088 5.5311  0.40
H11 -2.7490 0.7209 4.7427  0.35
C9 7.0977 -4.7497 -1.8208  -0.31
H12 -4.6703 -2.2431 -0.2588  0.35
C10 2.5330 -0.3055 -1.0058  0.65
H13 -0.4286 -3.4922 2.6212  0.34
H14 1.1521 6.2832 2.0477  0.18
H15 0.8173 5.8077 4.6429  0.28
H16 -0.4624 4.3322 -0.0085  -0.21
H17 -4.7754 -0.5657 2.1476  0.25
Pt1 1.1654 -1.3826 0.3100  0.86
H18 0.2822 5.9021 0.2862  0.26
N1 -0.2354 5.0966 0.6538  -0.31
C11 -0.8511 -1.2735 -2.8948  1.10
H19 -5.3825 -1.1116 -1.4146  0.39
C12 4.3897 -2.2037 -0.8242  1.46
H20 -0.4971 -1.3434 -1.8499  -0.82
H21 -3.5860 1.2857 -2.9178  0.53
C13 1.0527 1.4144 -0.0150  -0.87
C14 1.3716 1.3057 -2.4310  -1.01
C15 3.4772 -1.3681 -0.7372  -1.28
H22 -1.8821 1.3695 -3.3723  -0.14
H23 -2.4366 0.5563 -5.6923  0.36
H24 -4.1325 0.2564 -5.2033  0.40
H25 7.2794 -5.7300 -2.2949  0.43
H26 -4.5903 -2.5633 -1.9898  0.47
H27 -1.1187 -2.6075 -4.6026  0.46
H28 -2.1310 -0.9149 4.6760  0.35
C16 -1.6386 -1.8587 1.8668  -0.70
C17 -3.2508 -0.9862 -1.3317  1.62
H29 0.3138 -1.9133 2.8673  0.38
H30 -3.3603 0.0277 -0.9514  -0.14
C18 -3.2318 0.8598 -4.9982  -1.45
H31 0.0628 0.1420 3.5193  0.56
P2 -1.4690 -0.0666 1.7218  1.05
H32 -0.8196 -3.4436 -2.9823  0.39
H33 2.7988 0.6982 0.9723  0.73
H34 -0.9573 1.5940 3.2758  0.62
C19 -4.4008 0.3358 2.6575  -1.26
H35 1.1661 1.7787 -3.4088  0.54
C20 2.2630 0.2432 -2.2921  -0.51
C21 -1.8317 0.1348 4.6161  -1.48
C22 2.1126 0.4662 0.1601  -1.09
H36 -0.2704 -0.4294 -3.3182  0.15
H37 9.0596 -2.5132 -0.4172  0.42
H38 -4.2437 0.1202 3.7291  0.24
N2 8.2021 -4.1346 -1.3874  0.09
H39 -2.6816 -1.8511 2.2190  0.61
H40 1.3935 4.2004 4.0466  0.27
C23 -4.5420 -1.7756 -1.2370  -1.46
H41 -1.5070 -2.3670 0.8791  0.38
C24 -0.9712 0.4969 3.3961  -0.87
H42 6.9296 -1.3447 -0.0680  0.42
H43 -1.0950 -2.4185 3.8520  0.35
C25 -0.5510 -2.6005 -3.6511  -1.42
C26 5.8114 -4.1908 -1.6730  -0.46
C27 -2.8087 0.7952 -3.5198  0.13
H44 -2.7956 1.7468 2.6102  0.55
N3 0.8481 5.4889 2.5774  -0.16

Computed properties:
- 2S+1 = 5
- LUMO level (alpha / beta) (eV) = -12.16 / -14.41
- molecular weight (g mol⁻¹) = 763.60
- orbital gap (alpha / beta) (eV) = 5.220 / 2.965
- DFT total energy (eV) = -127047.880
- charge = +4
- largest force on an atom (Eh/bohr) = 0.0874
- HOMO level (alpha / beta) (Eh) = -0.6388 / -0.6387

---

2.
Computed, not measured: a structure of composition C27H44BrN9O4RbS in a non-equilibrium geometry, with ωB97M-V/def2-TZVPD.

Last column: Mulliken charge in e.
Cartesian coordinates (Å):
H1 1.9246 1.2863 -0.0821  -0.82
C1 0.9076 -0.5617 -3.6898  -1.02
C2 1.1875 4.0621 3.0669  -0.60
O1 0.4352 4.7400 -0.3653  -0.84
H2 -2.9043 4.9405 -3.9779  0.32
C3 -1.6279 -1.8390 3.3537  0.19
C4 -3.6358 -2.7913 -4.3680  -0.41
C5 1.0838 5.0838 1.9421  -0.58
C6 3.4113 -1.2675 1.4921  -1.14
H3 4.5048 0.0582 -0.6992  0.41
H4 1.2238 2.1547 -3.4601  0.58
C7 -2.8020 -2.0054 4.3216  -0.50
C8 3.8581 0.1854 1.3502  -0.55
H5 1.5607 -0.9801 2.2576  0.23
H6 1.6492 -0.0516 -4.3130  0.59
H7 0.3304 5.8553 2.0966  0.28
H8 -0.6617 5.3006 -3.0245  0.40
C9 -1.0541 4.2866 -3.0972  0.02
H9 0.4170 4.1765 3.8304  0.26
H10 -1.9869 2.0614 -4.3326  0.15
H11 -3.5128 -2.8657 -0.9699  0.50
H12 3.8447 -1.8525 0.6738  0.39
N1 -2.7573 -1.3461 -2.1569  0.01
H13 -2.5302 -2.7610 5.0597  0.24
C10 1.5207 -1.8134 -3.0578  -0.41
H14 -0.2177 3.6299 -3.3527  -0.12
H15 0.1815 -0.0661 -1.8577  -0.10
H16 0.4678 -2.8103 1.6831  -0.09
C11 1.1583 1.6023 -2.5163  -0.46
Br1 -4.6568 -4.9350 -2.8024  -0.21
H17 4.8695 0.2873 1.7551  0.42
H18 2.2731 -1.5074 -2.3231  0.02
C12 -2.5764 -0.8895 -3.3952  -0.31
C13 -2.1329 4.1877 -4.1585  -0.89
C14 1.4862 -2.7641 1.2907  -0.55
C15 3.8758 0.7131 -0.0814  -0.81
C16 -2.6222 3.0739 -1.6115  0.20
C17 -3.3704 -2.5222 -1.9916  0.05
H19 -3.5799 2.6932 -4.7678  0.40
H20 -0.9929 4.0990 -1.0004  0.06
H21 0.6796 -3.7563 -2.5376  0.48
H22 2.1526 4.0302 3.5720  0.26
H23 0.1117 -0.8934 -4.3710  0.26
H24 3.8153 -1.6908 2.4254  0.46
H25 3.2033 0.8123 1.9651  0.04
N2 -1.9485 -2.2086 2.0897  -0.05
N3 -3.2496 2.6036 -2.7216  -0.15
N4 0.6438 2.9148 1.0299  0.23
N5 2.5597 0.7743 -0.6910  1.46
N6 1.9659 -1.3981 1.4286  0.44
H26 -2.0170 0.0357 -3.4662  0.60
C18 -2.7485 2.8042 -4.0717  -0.40
H27 -0.5133 -2.4846 -2.7492  -0.40
H28 4.3679 1.7023 -0.0850  0.35
C19 2.5744 1.4035 -1.9933  -1.57
H29 0.6222 2.2406 -1.8068  -0.10
H30 3.1491 0.7703 -2.6816  0.45
C20 -3.2510 -2.6184 2.0533  0.12
C21 -3.0057 -1.5673 -4.5266  -0.84
H31 2.4291 -2.9809 -0.6306  0.51
H32 -2.8355 -1.1552 -5.5134  0.44
C22 0.6865 4.2347 0.7306  0.22
H33 -3.9017 1.8604 -2.5331  0.25
O2 1.0560 1.6423 2.8999  -0.69
H34 -0.4678 -2.6133 -0.5125  -0.06
Rb1 -0.5196 0.1479 1.3905  0.49
H35 2.1004 -3.4782 1.8617  0.35
H36 3.0709 2.3903 -1.9847  0.47
C23 0.9561 2.7379 2.3397  0.25
O3 -0.5243 -1.4155 3.7101  -0.66
C24 -3.8086 -3.2629 -3.0822  -0.16
N7 -1.6045 3.9262 -1.7979  0.00
H37 2.0271 5.5832 1.7183  0.22
H38 -3.9818 -3.3650 -5.2177  0.44
H39 2.0231 -2.3885 -3.8416  0.41
H40 -1.7072 4.3564 -5.1482  0.40
C25 -3.9390 -2.4373 3.4099  -0.45
N8 0.4478 -2.4164 -0.9067  0.49
C26 1.4536 -3.1740 -0.1730  -1.02
H41 -4.4314 -3.3650 3.6994  0.27
H42 -4.7118 -1.6755 3.2948  0.21
S1 -3.1399 2.6251 -0.0706  -0.40
N9 0.3537 0.4045 -2.7409  0.44
H43 1.2773 -4.2588 -0.2477  0.34
H44 -2.9711 -1.0706 4.8557  0.25
O4 -3.8413 -3.0809 1.0870  -0.76
C27 0.4756 -2.6932 -2.3388  -0.20

Computed properties:
- 2S+1 = 1
- LUMO level (eV) = 2.18
- molecular weight (g mol⁻¹) = 756.15
- orbital gap (eV) = 7.548
- DFT total energy (eV) = -131853.233
- charge = -1
- largest force on an atom (Eh/bohr) = 0.0232
- HOMO level (Eh) = -0.1971

---

Among the records above, which one has the lowest molecular weight? C27H44BrN9O4RbS